{"formula": "C4H10O2", "method": "wB97M-V/def2-TZVPD", "e_homo_ev": -9.9, "energy_ev": -8404.62074, "molar_mass_g_mol": 90.1, "symbols": ["O", "O", "C", "C", "C", "C", "H", "H", "H", "H", "H", "H", "H", "H", "H", "H"], "xyz": [[1.91796, 0.30631, 0.57527], [0.66513, -1.49654, -0.74443], [0.53844, 0.58881, 0.50356], [-0.16880, 0.47112, 1.90133], [-0.17514, -0.35920, -0.51594], [-0.69566, 0.17978, -1.85776], [0.45510, 1.62771, 0.15350], [2.01112, -0.61258, 0.26868], [0.13277, -0.43171, 2.45270], [-1.26252, 1.10483, -1.70924], [-1.39209, -0.55593, -2.28453], [-1.04042, -0.65031, 0.07339], [0.07245, 0.36135, -2.62006], [-1.27369, 0.43078, 1.87014], [0.14302, -2.29323, -0.60092], [0.07232, 1.32881, 2.53430]]}

{"formula": "C8H10IP", "method": "wB97M-V/def2-TZVPD", "e_homo_ev": -9.1, "energy_ev": -25845.07659, "molar_mass_g_mol": 264.0, "symbols": ["I", "P", "C", "C", "C", "C", "C", "C", "C", "C", "H", "H", "H", "H", "H", "H", "H", "H", "H", "H"], "xyz": [[-3.12192, -0.24729, -0.19968], [-1.28744, 2.01729, 1.39132], [-1.33245, 0.90805, -0.03198], [2.17613, -1.99612, -0.00227], [-0.08983, -1.39732, 0.69277], [0.97023, -2.24893, 0.78094], [0.01721, -0.23647, -0.02758], [-1.21792, 1.80902, -1.21744], [2.26615, -0.72730, -0.55360], [1.16883, 0.16220, -0.65963], [-0.62373, 2.75625, -1.08695], [-0.85797, 1.18813, -2.11839], [-1.05246, -1.82372, 0.93138], [-0.64674, 1.11011, 2.27472], [3.30402, -0.38493, -0.98597], [-2.22961, 2.26016, -1.28981], [2.94937, -2.61088, 0.15815], [0.95149, -3.05364, 1.48992], [1.19243, 0.87525, -1.44591], [-2.53578, 1.64012, 1.90001]]}

{"formula": "C32H32ClMnN3O2STe", "method": "wB97M-V/def2-TZVPD", "e_homo_ev": [-6.7, -7.5], "energy_ev": -104237.81101, "multiplicity": 6, "molar_mass_g_mol": 740.7, "symbols": ["Te", "Mn", "Cl", "S", "O", "O", "N", "N", "N", "C", "C", "C", "C", "C", "C", "C", "C", "C", "C", "C", "C", "C", "C", "C", "C", "C", "C", "C", "C", "C", "C", "C", "C", "C", "C", "C", "C", "C", "C", "C", "C", "H", "H", "H", "H", "H", "H", "H", "H", "H", "H", "H", "H", "H", "H", "H", "H", "H", "H", "H", "H", "H", "H", "H", "H", "H", "H", "H", "H", "H", "H", "H", "H"], "xyz": [[8.69374, 3.85471, 11.53732], [9.99951, 7.93904, 11.09436], [7.45961, 9.05278, 9.77824], [7.84820, 6.02453, 11.09032], [12.03053, 7.91172, 11.33485], [14.54281, 9.63768, 10.25552], [9.62320, 7.62716, 7.79440], [10.03050, 7.35501, 13.27264], [11.75381, 7.93024, 8.59801], [10.74940, 4.09994, 12.00354], [14.29058, 8.14340, 12.10063], [12.46978, 7.70181, 13.62237], [7.61865, 6.91374, 12.74356], [13.46731, 7.68958, 14.57293], [12.64448, 3.79954, 13.39159], [15.47753, 7.55634, 9.93961], [13.42707, 3.88002, 12.35055], [14.85618, 7.74704, 14.34102], [15.28942, 7.94741, 13.06191], [10.58578, 6.83418, 17.89055], [17.09845, 7.25954, 8.13287], [12.86390, 7.95489, 12.27474], [11.07787, 7.47682, 14.05061], [15.82432, 7.80495, 15.52920], [9.79077, 7.90465, 6.37691], [10.41949, 8.17148, 18.26988], [17.01632, 5.87529, 8.34855], [10.83362, 8.92695, 16.01635], [10.75912, 6.54721, 16.50733], [16.28219, 8.09814, 8.91810], [10.49620, 7.78502, 8.81625], [16.30679, 5.31812, 9.36805], [10.50066, 9.19252, 17.35129], [11.23134, 3.94018, 13.29113], [12.92243, 4.04538, 11.10604], [10.87813, 7.63468, 15.58031], [14.72521, 8.52336, 10.68672], [11.55891, 4.18464, 10.84742], [8.74252, 6.93226, 13.81040], [15.51924, 6.18307, 10.12156], [8.73261, 9.70855, 10.92776], [12.25039, 8.21912, 7.73612], [16.36445, 7.90220, 12.65318], [16.26646, 4.29387, 9.52826], [16.81801, 8.23147, 15.27724], [10.57448, 3.83685, 14.12838], [14.51847, 3.81145, 12.53993], [17.71403, 7.63855, 7.33786], [17.57472, 5.17836, 7.62778], [13.12284, 7.70125, 15.61894], [16.30611, 9.13715, 8.73009], [9.98309, 7.01288, 5.72600], [9.12056, 10.69315, 10.55977], [8.69543, 7.61803, 8.15867], [10.53940, 8.64989, 6.36454], [10.52138, 10.16616, 17.78328], [13.53197, 4.07327, 10.24330], [8.31613, 7.59362, 14.56699], [10.73767, 5.51812, 16.13595], [8.21547, 9.80172, 11.83304], [16.00510, 6.79087, 15.91223], [15.39123, 8.46806, 16.32183], [10.83203, 9.73878, 15.34540], [8.81546, 5.91938, 14.14790], [7.24438, 7.85734, 12.33700], [8.83767, 8.24491, 6.06752], [14.90588, 5.79202, 10.90384], [11.12458, 4.34307, 9.83389], [6.70972, 6.55078, 13.31868], [12.26340, 8.08160, 9.48182], [10.14732, 8.43504, 19.26795], [13.09834, 3.52770, 14.39992], [10.62392, 6.01481, 18.56109]]}

{"formula": "C42H37BCl5N10O3Rb", "method": "wB97M-V/def2-TZVPD", "e_homo_ev": -1.3, "energy_ev": -129140.21735, "total_charge": -2, "molar_mass_g_mol": 1003.4, "symbols": ["Rb", "Cl", "Cl", "Cl", "Cl", "Cl", "O", "O", "O", "N", "N", "N", "N", "N", "N", "N", "N", "N", "N", "C", "C", "C", "C", "C", "C", "C", "C", "C", "C", "C", "C", "C", "C", "C", "C", "C", "C", "C", "C", "C", "C", "C", "C", "C", "C", "C", "C", "C", "C", "C", "C", "C", "C", "C", "C", "C", "C", "C", "C", "C", "C", "B", "H", "H", "H", "H", "H", "H", "H", "H", "H", "H", "H", "H", "H", "H", "H", "H", "H", "H", "H", "H", "H", "H", "H", "H", "H", "H", "H", "H", "H", "H", "H", "H", "H", "H", "H", "H", "H"], "xyz": [[-0.00200, 0.01373, 2.06007], [-5.09400, -3.72677, 6.30587], [-1.14890, -0.23007, 5.19337], [-5.55860, -4.14577, 3.25677], [-2.90360, -1.75877, 7.29797], [-3.72580, -2.67497, 1.20817], [-0.66140, -0.57057, -6.26043], [-1.00500, -2.38197, -3.02843], [-3.00890, 3.73713, -2.24313], [-0.07700, -0.14957, -1.37173], [2.13350, 2.34883, 4.46047], [2.82610, -0.99297, 3.32667], [-1.51580, 1.57543, -1.99803], [3.76510, 1.58553, 2.70787], [1.09510, 2.53093, 3.65207], [2.95100, 1.57303, 1.66107], [-0.45720, 0.34283, -3.63223], [0.84530, -2.75407, 0.58747], [2.76000, -0.08097, 4.29047], [-4.10430, -2.89197, 5.15787], [-0.67010, 0.57063, -2.25093], [-0.22500, 1.63393, -7.05013], [-3.11430, -2.01707, 5.59037], [-2.53560, 2.01283, 1.51317], [3.67380, 1.86483, 0.59707], [2.90900, -1.92127, -2.19373], [-2.43440, -1.55247, 3.26447], [-2.83750, 3.22853, -0.93543], [0.20470, -2.35987, -2.32913], [0.06380, 2.97163, -6.83253], [-1.95520, -1.03817, -5.93113], [-0.32940, 1.24073, -4.65643], [-2.06010, 2.06903, -0.78583], [0.63420, -1.27817, -1.64883], [3.07910, -3.41037, 0.00677], [2.27520, -2.10047, 3.80187], [2.62210, -4.47957, -0.63043], [-3.41210, 3.81033, 0.17877], [-0.05960, 2.59903, -4.45833], [-0.42480, 0.77243, -5.98353], [1.84160, -1.90677, 5.11617], [0.32890, 3.45513, 4.19667], [5.01360, 2.06023, 0.95007], [-1.98810, -3.26187, -2.52993], [1.13130, -3.54687, -2.48863], [2.14720, -2.24487, 0.20587], [-3.45970, -2.42057, 2.90397], [-3.24880, 3.19243, 1.41267], [5.01990, 1.86913, 2.31527], [-1.88800, 1.39753, 0.42517], [0.41320, -3.72847, -0.07743], [2.02670, 3.14973, 5.53557], [0.87060, 3.88993, 5.41167], [-4.29360, -3.08277, 3.79497], [2.17630, -0.59567, 5.38517], [-4.08660, 4.59983, -2.43503], [0.13000, 3.44733, -5.53443], [2.04490, -1.35667, -1.09783], [1.22200, -4.40887, -1.17003], [2.47470, -2.97797, -2.86283], [-2.32790, -1.37137, 4.64417], [3.27760, 1.36463, 4.14307], [0.04170, 2.97473, -3.45233], [-3.71240, 3.64473, 2.28607], [4.17970, 1.56523, 4.90937], [0.34880, 4.48943, -5.35123], [0.48350, 4.62893, 6.08907], [-3.98820, 4.72383, 0.10257], [-2.88550, -3.07097, -3.11983], [2.03620, -0.01677, 6.28027], [-0.56780, 3.78093, 3.70297], [-0.56150, -4.13267, 0.16367], [-5.00430, 4.20413, -1.98123], [-2.20310, -3.06747, -1.47773], [2.22570, -2.99467, 3.20537], [0.83450, -5.41467, -1.36713], [0.23970, 3.63023, -7.67163], [-4.22560, 4.69073, -3.51463], [-1.85030, 2.08583, -2.80503], [-0.29770, 1.23653, -8.05263], [-2.72510, -0.46727, -6.46493], [5.83920, 2.30503, 0.30767], [2.75520, 3.13923, 6.32487], [3.19300, -5.38917, -0.76953], [-1.98690, -2.07777, -6.25553], [3.85800, -1.44737, -2.39373], [0.75530, -4.18437, -3.29523], [3.03960, -3.45377, -3.65003], [-0.26110, -0.61987, -3.86503], [-2.15400, -0.99517, -4.85863], [1.34750, -2.60697, 5.76417], [-2.50690, 1.52143, 2.48357], [2.36210, -0.34997, -0.82923], [2.50440, -1.61317, 1.02027], [4.07030, -3.35307, 0.42817], [5.83900, 1.91853, 3.00717], [3.21530, 1.94173, -0.37113], [-3.89160, 5.59723, -2.01853], [-1.68960, -4.31187, -2.65323]]}